Entry from the Open Molecules 2025 dataset: 2 unconnected molecules or ions with the total composition C3H4Cl2N2 at a distorted geometry (ωB97M-V/def2-TZVPD).

The energy above the lowest of the compared OMol25 structures with the same formula, charge and spin is 564.0 kJ/mol. The calculation puts the HOMO-LUMO gap (alpha / beta) at 6.0 / 6.0 eV. The value obtained for the HOMO energy (alpha / beta) is -8.607 / -8.600 eV. The LUMO energy (alpha / beta) comes out at -2.6 / -2.6 eV.

The geometry in XYZ format:
```
11
Properties=species:S:1:pos:R:3:forces:R:3
C -0.9687 -1.2672 0.5577 -0.04 -0.07 0.12
C -1.3581 -0.7705 -0.8155 -0.38 0.17 0.21
C 0.0215 -0.7022 -0.2730 1.46 2.57 -0.51
N -1.4295 -1.8232 1.5627 -0.87 -0.29 0.30
N 0.8650 1.9268 -0.0488 -1.51 -1.42 0.29
Cl -2.3594 0.6736 -0.8258 0.07 -0.01 -0.09
Cl 1.4408 -1.3356 -0.9450 0.04 -0.35 -0.02
H -1.6175 -1.4275 -1.6390 0.20 -0.11 0.08
H -0.8388 -1.9321 2.3787 0.48 0.12 -0.14
H 1.6119 1.6822 0.5947 0.30 -0.29 -0.07
H 1.2493 1.9215 -0.9888 0.26 -0.34 -0.18
```
Positions in Å, forces in eV/Å.